This record from the OMol25 dataset describes a 9-piece molecular cluster, C59H49NO17 overall. The level of theory is wB97M-V/def2-TZVPD.

As for the LUMO energy: -1.7774 eV. The orbital gap comes out at 6.6095 eV. Its multiplicity is 1. Its HOMO energy is -8.39 eV.

CARTESIAN COORDINATES (ANGSTROEM)
C 2.87 0.05 0.43
C 1.53 0.73 0.62
C 0.84 1.19 -0.49
C -0.40 1.80 -0.33
C -0.94 1.95 0.94
C -2.31 2.56 1.12
C -3.36 1.45 1.24
O -4.64 1.96 0.94
C -5.66 1.00 1.20
C -6.83 1.17 0.23
N -7.98 1.83 0.88
C -0.24 1.51 2.06
C 1.00 0.90 1.90
H 2.83 -0.94 0.88
H 3.67 0.63 0.90
H 3.05 -0.10 -0.63
H 1.23 1.08 -1.50
H -0.98 2.15 -1.18
H -2.57 3.20 0.27
H -2.33 3.19 2.01
H -3.10 0.66 0.53
H -3.32 1.06 2.27
H -5.99 1.10 2.24
H -5.24 0.00 1.08
H -7.11 0.16 -0.12
H -6.51 1.72 -0.66
H -8.81 1.54 0.37
H -8.08 1.39 1.79
H -0.67 1.65 3.03
H 1.53 0.54 2.77
O 4.12 6.86 -3.13
C 3.88 5.67 -3.15
C 3.77 4.88 -1.90
C 3.51 3.58 -1.93
C 3.32 2.86 -3.22
O 3.08 1.67 -3.25
C 3.42 3.65 -4.47
C 3.68 4.96 -4.44
H 3.92 5.42 -0.98
H 3.43 2.98 -1.03
H 3.28 3.11 -5.39
H 3.76 5.55 -5.34
O -1.75 2.96 4.55
C -2.01 4.06 4.99
C -1.47 5.29 4.35
C -1.76 6.49 4.84
C -2.62 6.66 6.03
O -2.88 7.76 6.48
C -3.16 5.43 6.67
C -2.88 4.23 6.19
H -0.85 5.14 3.48
H -1.37 7.40 4.39
H -3.79 5.58 7.54
H -3.26 3.32 6.63
O 0.95 6.45 7.50
C 1.35 7.52 7.11
C 0.42 8.64 6.82
C 0.86 9.81 6.38
C 2.31 10.06 6.16
O 2.71 11.13 5.76
C 3.24 8.94 6.44
C 2.80 7.76 6.88
H -0.63 8.44 7.00
H 0.19 10.64 6.17
H 4.29 9.14 6.27
H 3.46 6.93 7.09
O 4.32 -4.97 -5.35
C 3.89 -4.46 -4.33
C 4.37 -3.12 -3.89
C 3.91 -2.56 -2.78
C 2.90 -3.25 -1.93
O 2.48 -2.74 -0.91
C 2.43 -4.59 -2.37
C 2.89 -5.15 -3.49
H 5.10 -2.64 -4.53
H 4.23 -1.59 -2.43
H 1.69 -5.07 -1.74
H 2.56 -6.12 -3.83
O -0.38 -2.42 8.33
C 0.07 -1.63 7.53
C -0.78 -0.55 6.95
C -0.29 0.32 6.07
C 1.12 0.25 5.62
O 1.57 1.04 4.82
C 1.97 -0.83 6.20
C 1.48 -1.70 7.08
H -1.81 -0.52 7.29
H -0.90 1.11 5.63
H 2.99 -0.86 5.85
H 2.08 -2.49 7.51
O -8.43 0.55 3.74
C -9.09 -0.47 3.74
C -9.51 -1.10 5.01
C -10.23 -2.22 5.03
C -10.65 -2.88 3.76
O -11.30 -3.90 3.77
C -10.23 -2.25 2.49
C -9.51 -1.13 2.47
H -9.19 -0.60 5.92
H -10.54 -2.70 5.94
H -10.54 -2.75 1.58
H -9.19 -0.65 1.55
O 3.92 -10.65 -8.77
C 3.52 -10.13 -7.76
C 4.00 -8.80 -7.32
C 3.54 -8.24 -6.20
C 2.53 -8.92 -5.35
O 2.11 -8.41 -4.33
C 2.05 -10.26 -5.79
C 2.51 -10.82 -6.91
H 4.73 -8.31 -7.95
H 3.87 -7.26 -5.86
H 1.32 -10.73 -5.15
H 2.17 -11.79 -7.25
O 5.27 -4.20 -13.77
C 5.35 -4.93 -12.81
C 6.56 -4.96 -11.95
C 6.65 -5.77 -10.90
C 5.53 -6.67 -10.54
O 5.61 -7.41 -9.58
C 4.32 -6.65 -11.39
C 4.23 -5.84 -12.44
H 7.36 -4.29 -12.24
H 7.52 -5.80 -10.26
H 3.52 -7.32 -11.10
H 3.36 -5.81 -13.08

Atomic partial charges in e from the Löwdin method, atoms 1 to 99: atom 1 (C): -0.05, atom 2 (C): -0.27, atom 3 (C): -0.05, atom 4 (C): -0.04, atom 5 (C): -0.24, atom 6 (C): -0.12, atom 7 (C): -0.22, atom 8 (O): -0.14, atom 9 (C): -0.22, atom 10 (C): -0.24, atom 11 (N): 0.00, atom 12 (C): -0.02, atom 13 (C): -0.03, atom 14 (H): 0.07, atom 15 (H): 0.08, atom 16 (H): 0.05, atom 17 (H): 0.09, atom 18 (H): 0.11, atom 19 (H): 0.12, atom 20 (H): 0.09, atom 21 (H): 0.13, atom 22 (H): 0.13, atom 23 (H): 0.12, atom 24 (H): 0.12, atom 25 (H): 0.10, atom 26 (H): 0.11, atom 27 (H): 0.06, atom 28 (H): 0.01, atom 29 (H): 0.08, atom 30 (H): 0.08, atom 31 (O): 0.11, atom 32 (C): -0.39, atom 33 (C): 0.02, atom 34 (C): 0.03, atom 35 (C): -0.38, atom 36 (O): 0.09, atom 37 (C): 0.02, atom 38 (C): 0.02, atom 39 (H): 0.12, atom 40 (H): 0.12, atom 41 (H): 0.12, atom 42 (H): 0.12, atom 43 (O): 0.08, atom 44 (C): -0.36, atom 45 (C): 0.04, atom 46 (C): 0.02, atom 47 (C): -0.38, atom 48 (O): 0.09, atom 49 (C): 0.03, atom 50 (C): 0.03, atom 51 (H): 0.13, atom 52 (H): 0.12, atom 53 (H): 0.12, atom 54 (H): 0.12, atom 55 (O): 0.10, atom 56 (C): -0.38, atom 57 (C): 0.02, atom 58 (C): 0.03, atom 59 (C): -0.39, atom 60 (O): 0.11, atom 61 (C): 0.02, atom 62 (C): 0.02, atom 63 (H): 0.10, atom 64 (H): 0.12, atom 65 (H): 0.12, atom 66 (H): 0.12, atom 67 (O): 0.09, atom 68 (C): -0.37, atom 69 (C): 0.02, atom 70 (C): 0.03, atom 71 (C): -0.37, atom 72 (O): 0.11, atom 73 (C): 0.03, atom 74 (C): 0.03, atom 75 (H): 0.12, atom 76 (H): 0.12, atom 77 (H): 0.12, atom 78 (H): 0.10, atom 79 (O): 0.10, atom 80 (C): -0.39, atom 81 (C): 0.02, atom 82 (C): 0.03, atom 83 (C): -0.36, atom 84 (O): 0.09, atom 85 (C): 0.02, atom 86 (C): 0.02, atom 87 (H): 0.12, atom 88 (H): 0.09, atom 89 (H): 0.12, atom 90 (H): 0.12, atom 91 (O): 0.09, atom 92 (C): -0.37, atom 93 (C): 0.02, atom 94 (C): 0.02, atom 95 (C): -0.38, atom 96 (O): 0.11, atom 97 (C): 0.03, atom 98 (C): 0.03, atom 99 (H): 0.12